# 1
{"formula": "C2H9NO", "method": "ωB97M-V/def2-TZVPD", "charge": 0, "energy_ha": -211.55875, "lumo_energy_ev": 0.8, "smiles": "CCN.O", "homo_energy_ev": -8.8387, "symbols": ["C", "C", "N", "H", "H", "H", "H", "H", "H", "H", "H", "H", "O"], "xyz": [[0.462, 0.043, -0.478], [-0.421, 1.210, -0.860], [-0.116, 2.279, 0.110], [0.054, -0.402, 0.451], [1.478, 0.343, -0.226], [0.454, -0.811, -1.160], [-1.479, 0.957, -0.791], [-0.190, 1.359, -1.922], [-0.655, 3.105, 0.177], [0.674, 1.990, 0.635], [0.164, -2.858, 1.953], [-0.387, -3.535, 0.617], [-0.037, -3.680, 1.493]], "lowdin_charge": [-0.135, -0.339, -0.006, 0.067, 0.070, 0.071, 0.097, 0.093, 0.051, 0.037, 0.029, 0.023, -0.058]}

# 2
{"formula": "C6H17N2O2", "method": "ωB97M-V/def2-TZVPD", "charge": 1, "energy_ha": -498.48242, "lumo_energy_ev": -2.6, "homo_energy_ev": -13.2631, "symbols": ["C", "C", "C", "C", "C", "C", "N", "N", "O", "O", "H", "H", "H", "H", "H", "H", "H", "H", "H", "H", "H", "H", "H", "H", "H", "H", "H"], "xyz": [[-0.688, 1.748, -1.427], [-1.014, -2.143, -0.637], [0.364, 3.264, 1.143], [1.840, -1.555, 0.975], [0.750, -0.731, 0.237], [-1.026, 1.672, 0.011], [-0.544, -1.381, 0.511], [-0.557, 2.164, 1.127], [1.190, -2.755, 1.458], [-2.024, 0.719, 0.266], [-0.942, 2.689, -1.875], [-1.136, 0.800, -1.915], [0.301, 1.847, -1.679], [-0.639, -3.207, -0.703], [-2.187, -2.408, -0.496], [-0.965, -1.668, -1.589], [0.045, 4.038, 0.288], [0.418, 3.644, 2.192], [1.378, 2.905, 0.991], [2.591, -1.851, 0.236], [2.096, -1.005, 1.824], [0.911, -0.582, -0.856], [-0.409, -1.996, 1.337], [0.794, 0.292, 0.676], [-1.205, -0.562, 0.751], [1.919, -3.386, 1.649], [-2.641, 1.046, 0.972]], "lowdin_charge": [0.009, -0.037, -0.122, -0.148, -0.125, -0.431, -0.035, 0.005, -0.093, -0.030, 0.096, 0.128, 0.056, 0.121, 0.157, 0.074, 0.136, 0.089, 0.067, 0.138, 0.106, 0.141, 0.161, 0.114, 0.129, 0.134, 0.162]}

Sequential orbital gap output: 0.3558 0.3929 hartree
Sequential molar mass output: 63.10 149.21 g mol⁻¹